*w*
C3H8NS | the ωB97M-V functional and the def2-TZVPD basis

Summary:
frontier orbital gap: 0.31086 Ha

```
! wB97M-V def2-TZVPD RIJCOSX def2/J DEFGRID3
* xyz 1 1
H -0.026 0.867 0.294
H 1.757 1.463 1.621
C 0.972 0.730 -0.161
N -0.888 -1.331 0.060
S -2.694 0.609 0.263
C 1.935 1.218 0.576
H -0.650 -2.129 -0.552
H -1.343 -1.873 0.768
C -1.693 -0.401 -0.606
H 1.301 0.487 -1.115
H 2.947 1.188 0.171
H -0.027 -0.595 0.394
H -1.590 -0.233 -1.714
*
```

natural (NBO) atomic charge list, values in e, 5 entries: H 0.217; H 0.213; C -0.577; N -0.795; S 0.226

---

*x*
C3H8NS | the ωB97M-V functional and the def2-TZVPD basis

Summary:
frontier orbital gap: 0.34978 Ha
SMILES: C/C=C(\[NH3+])S

```
! wB97M-V def2-TZVPD RIJCOSX def2/J DEFGRID3
* xyz 1 1
H 2.585 1.201 -0.206
C -0.164 0.796 -0.253
C -1.604 0.953 0.395
H 0.349 1.818 -0.596
H -1.849 -0.092 0.597
C 0.776 -0.205 -0.273
H -1.448 1.537 1.257
H 0.200 -1.705 1.074
H -2.453 1.252 -0.339
H 1.237 -2.178 -0.128
S 2.349 0.157 -0.993
H -0.354 -1.937 -0.544
N 0.375 -1.599 0.010
*
```

natural (NBO) atomic charge list, values in e, 5 entries: H 0.166; C -0.088; C -0.643; H 0.239; H 0.191

---

Which of them is most stable, and which least? Most stable: *x*; least stable: *w*.

---

*w*
C2H3BrN2S | the ωB97M-V functional and the def2-TZVPD basis

Summary:
frontier orbital gap (alpha / beta): 0.30661 / 0.30658 Ha

```
! wB97M-V def2-TZVPD RIJCOSX def2/J DEFGRID3
* xyz 0 1
H 1.963 0.201 -0.363
N -1.245 0.503 1.276
N 0.805 0.759 1.210
H 0.350 0.195 -2.037
S -1.484 0.716 -0.331
C 1.037 0.288 0.056
H -0.221 -1.330 -0.903
C 0.025 -0.147 -0.969
Br -1.231 -1.184 2.061
*
```

natural (NBO) atomic charge list, values in e, 5 entries: H 0.223; N -0.643; N -0.161; H 0.264; S 0.523

---

*x*
C2H3BrN2S | the ωB97M-V functional and the def2-TZVPD basis

Summary:
frontier orbital gap: 0.31048 Ha

```
! wB97M-V def2-TZVPD RIJCOSX def2/J DEFGRID3
* xyz 0 1
H 0.107 1.010 1.903
H -0.389 -1.060 0.347
H 0.110 -0.175 -2.149
S 1.576 1.848 0.247
C 0.418 0.279 -1.224
Br -2.231 0.690 -0.040
C -0.239 -0.028 0.055
N 1.292 1.214 -1.213
N 0.583 0.692 1.073
*
```

natural (NBO) atomic charge list, values in e, 5 entries: H 0.413; H 0.232; H 0.217; S 0.698; C -0.002

---

Which of them is most stable, and which least? Most stable: *x*; least stable: *w*.

---

*w*
C5H17N2OS | the ωB97M-V functional and the def2-TZVPD basis

Summary:
frontier orbital gap: 0.32525 Ha

```
! wB97M-V def2-TZVPD RIJCOSX def2/J DEFGRID3
* xyz 1 1
H 0.735 -0.446 -1.622
H 3.099 -0.707 -1.436
H -1.151 1.696 -0.718
H -0.466 -0.390 1.080
H -3.167 0.394 1.466
H 3.725 -0.462 0.200
N 1.703 -1.100 0.123
O 1.962 2.713 0.184
C 2.843 -0.367 -0.423
H 1.827 -3.171 -0.208
H -2.079 -0.689 -1.499
C -1.968 -0.564 -0.427
H 0.089 -1.964 -0.790
H 3.055 -2.551 0.839
C 2.015 -2.442 0.556
H 2.307 3.610 0.259
H 0.468 1.717 -0.336
C -0.575 -0.161 0.030
H 2.601 0.682 -0.569
S -3.375 0.414 0.145
H -2.113 -1.578 -0.087
H 1.393 -2.779 1.378
N -0.467 1.339 -0.053
H -0.538 1.782 0.859
H 2.135 2.207 0.993
C 0.520 -0.965 -0.725
*
```

natural (NBO) atomic charge list, values in e, 5 entries: H 0.206; H 0.179; H 0.447; H 0.225; H 0.129

---

*x*
C5H17N2OS | the ωB97M-V functional and the def2-TZVPD basis

Summary:
frontier orbital gap: 0.35632 Ha

```
! wB97M-V def2-TZVPD RIJCOSX def2/J DEFGRID3
* xyz 1 1
N -0.709 1.172 -0.440
S -3.604 0.193 0.364
H -1.061 0.822 1.761
C 1.399 -1.295 -1.205
H 2.236 -0.228 0.341
C 0.484 -0.688 1.063
C -2.040 -0.589 0.513
H -1.308 1.973 -0.394
N 1.327 -0.372 -0.099
H -3.601 1.031 1.350
H 0.264 -1.640 1.336
H 1.157 -0.553 -2.043
H 2.726 -2.198 -2.402
H -2.126 -1.338 1.421
H 0.843 -0.316 2.156
H 2.604 -3.214 -1.137
H -0.724 4.125 1.479
H -0.776 0.852 -1.402
C -0.867 0.240 0.878
O -0.724 3.547 0.743
H 0.307 1.399 -0.406
H -2.007 -1.193 -0.439
H 3.701 -1.875 -0.910
H 0.505 -1.966 -1.014
H -0.667 4.228 -0.048
C 2.661 -2.118 -1.465
*
```

natural (NBO) atomic charge list, values in e, 5 entries: N -0.738; S 0.032; H 0.237; C -0.217; H 0.393

---

Which of them is most stable, and which least? Most stable: *w*; least stable: *x*.

---

*w*
C5H6O3 | the ωB97M-V functional and the def2-TZVPD basis

Summary:
frontier orbital gap: 0.32622 Ha
SMILES: CO/C=C\C(=O)C=O

```
! wB97M-V def2-TZVPD RIJCOSX def2/J DEFGRID3
* xyz 0 1
H 1.792 -1.009 -0.774
O -0.193 -1.771 1.040
O 0.079 0.124 -1.277
C 1.196 -0.723 -1.624
H -0.088 2.236 1.275
H 1.232 1.768 -0.858
C -1.218 0.392 1.318
H 0.643 -1.567 -2.121
C -1.220 -1.166 1.320
H 1.811 -0.127 -2.296
C 0.488 1.081 -0.407
H -2.149 -1.477 1.862
O -2.221 0.973 1.737
C -0.153 1.266 0.805
*
```

natural (NBO) atomic charge list, values in e, 5 entries: H 0.197; O -0.478; O -0.526; C -0.260; H 0.241

---

*x*
C5H6O3 | the ωB97M-V functional and the def2-TZVPD basis

Summary:
frontier orbital gap: 0.27018 Ha

```
! wB97M-V def2-TZVPD RIJCOSX def2/J DEFGRID3
* xyz 0 1
H -2.773 0.494 0.855
H 2.976 -1.144 -0.887
C 0.060 1.854 -0.022
H -0.284 2.538 -0.790
O -2.451 -0.544 -0.064
C 0.060 0.332 -0.178
H 1.040 2.125 -0.039
C 1.122 -0.601 -0.173
H -0.341 2.435 0.929
C -1.064 -0.692 0.026
C -0.535 -1.877 0.107
H -1.074 -2.716 -0.064
O 2.432 -0.278 0.280
O 0.832 -1.925 0.022
*
```

natural (NBO) atomic charge list, values in e, 5 entries: H 0.440; H 0.424; C -0.654; H 0.229; O -0.636

---

Which of them is most stable, and which least? Most stable: *w*; least stable: *x*.